[1]
DFT (ωB97M-V with the def2-TZVPD basis set) results for C11H11ClN2O2Tc as an isolated structure at a distorted geometry.

Cartesian coordinates (Å):
Tc -0.12 -0.36 0.07
Cl -1.25 -2.69 4.35
O -0.28 1.13 2.80
O 1.79 -2.61 1.03
N 3.57 1.82 -0.05
N 1.64 0.82 -0.33
C -1.78 0.25 -1.18
C -0.26 0.55 1.78
C -0.86 -1.86 -1.41
C -1.65 -1.85 -0.20
C -2.27 -0.55 -0.08
C 1.86 1.66 -1.43
C 1.05 -1.78 0.67
C 3.05 2.29 -1.25
C 2.70 0.93 0.48
C -0.91 -0.55 -1.99
C -3.22 -0.10 0.96
H -1.79 -2.66 0.50
H 2.85 0.39 1.41
H -0.37 -2.72 -1.85
H 4.45 2.06 0.40
H 3.55 3.00 -1.87
H -3.14 -0.72 1.86
H -4.25 -0.14 0.57
H -2.09 1.28 -1.36
H 1.14 1.72 -2.24
H -3.02 0.94 1.24
H -0.38 -0.22 -2.88

Computed properties:
total charge	+2
frontier orbital gap (spin up / spin down)	9.7 / 6.4	eV
<S²>	3.767
max |F|	7.30	eV/A
lowest unoccupied orbital energy (spin up / spin down)	-7.271 / -10.578	eV
M	336.67	g/mol
spin multiplicity	4

[2]
DFT (ωB97M-V with the def2-TZVPD basis set) results for one molecule with the formula C11H11F2N at a distorted geometry.

Cartesian coordinates (Å):
F -0.34 -2.35 -0.61
F -1.30 -2.22 1.44
N -0.72 1.45 -0.46
C 2.10 0.22 1.15
C 1.43 0.23 -0.12
C -2.14 1.54 -0.23
C 3.40 -0.24 1.24
C -2.42 -0.94 -0.30
C 2.17 -0.13 -1.23
C 4.12 -0.61 0.09
C -2.64 0.29 0.55
C 0.13 0.64 -0.27
C 3.49 -0.49 -1.15
C -1.21 -1.59 0.19
H 5.12 -0.95 0.45
H -3.61 0.56 0.86
H -2.09 2.59 0.30
H -3.42 -1.51 -0.20
H 3.96 -0.31 2.08
H -2.10 0.14 1.37
H -2.67 1.50 -1.21
H 1.60 0.52 2.14
H -2.22 -0.71 -1.32
H 3.88 -0.88 -2.07
H 1.84 0.16 -2.21

Computed properties:
total charge	0
frontier orbital gap (spin up / spin down)	6.5 / 7.9	eV
max |F|	4.23	eV/A
lowest unoccupied orbital energy (spin up / spin down)	0.251 / 0.125	eV
energy above the lowest of the compared OMol25 structures with the same formula, charge and spin	53.4	kcal per mole
M	195.21	g/mol
spin multiplicity	1

[3]
DFT (ωB97M-V with the def2-TZVPD basis set) results for C11H11HgNO2 as an isolated structure at a distorted geometry.

Cartesian coordinates (Å):
Hg 1.38 1.69 -1.44
O -0.62 2.38 -1.83
O -2.78 2.45 -1.36
N -0.28 0.21 -0.12
C 2.21 3.20 -2.56
C -2.67 0.22 0.29
C -1.50 0.74 -0.30
C 1.24 -2.67 1.66
C -1.28 -1.49 1.29
C -1.13 -2.65 2.09
C -2.55 -0.88 1.08
C -0.13 -0.89 0.65
C -1.67 1.94 -1.21
C 0.09 -3.23 2.28
C 1.12 -1.52 0.87
H 3.20 0.86 -1.05
H 1.27 3.45 -3.09
H 2.21 -3.14 1.82
H -3.44 -1.30 1.55
H 3.04 2.81 -3.15
H -3.62 0.73 0.08
H 3.18 1.48 -1.52
H 2.59 3.91 -1.86
H -2.04 -3.06 2.54
H 0.20 -4.14 2.90
H 1.99 -1.09 0.39

Computed properties:
total charge	0
frontier orbital gap	7.3	eV
max |F|	2.85	eV/A
lowest unoccupied orbital energy	-0.684	eV
energy above the lowest of the compared OMol25 structures with the same formula, charge and spin	38.1	kcal per mole
M	389.80	g/mol
spin multiplicity	1

[4]
DFT (ωB97M-V with the def2-TZVPD basis set) results for C11H11HoN3O5 as an isolated structure at a distorted geometry.

Cartesian coordinates (Å):
Ho -0.33 -0.26 -1.82
O -3.76 1.25 -2.16
O 0.39 3.11 -1.00
O -1.37 -1.07 0.27
O 3.17 0.25 -1.15
O 0.97 -3.74 -2.01
N 2.14 1.71 1.40
N -0.88 -0.73 2.58
N 0.33 0.29 0.90
C 0.12 2.09 -1.45
C 0.29 -2.82 -1.99
C -0.09 -0.11 3.51
C 2.11 0.05 -1.55
C 0.02 0.71 -4.03
C -0.68 -0.53 1.24
C -1.85 -1.59 3.34
C -2.85 0.57 -2.11
C 1.13 0.93 1.81
C 0.92 0.75 3.20
C -0.04 -0.64 -4.10
H 0.99 1.23 -4.07
H -1.17 -2.17 4.00
H 1.50 1.20 3.98
H -0.86 1.36 -4.14
H -0.98 -1.19 -4.29
H 2.43 1.93 0.44
H 2.76 2.15 2.05
H 0.88 -1.24 -4.21
H -2.30 -0.87 4.05
H -0.40 -0.42 4.49
H -2.60 -2.22 2.82

Computed properties:
total charge	+3
frontier orbital gap (spin up / spin down)	6.0 / 6.1	eV
<S²>	6.004
max |F|	7.01	eV/A
lowest unoccupied orbital energy (spin up / spin down)	-13.070 / -12.992	eV
energy above the lowest of the compared OMol25 structures with the same formula, charge and spin	0.2	kcal per mole
M	430.15	g/mol
spin multiplicity	5

[5]
DFT (ωB97M-V with the def2-TZVPD basis set) results for one molecule with the formula C11H11IN2O at a distorted geometry.

Cartesian coordinates (Å):
I -2.30 1.37 1.93
O 0.47 0.33 -3.38
N 1.07 2.07 0.54
N -1.00 -1.84 -2.03
C -0.66 -0.61 -1.55
C 0.98 0.17 2.05
C -0.88 0.63 0.54
C 1.82 -0.78 1.28
C -1.72 -2.50 -1.11
C -0.01 0.45 -2.27
C -1.87 -1.71 0.01
C -0.05 1.80 -1.54
C -1.19 -0.50 -0.25
C 1.26 1.63 1.92
C 0.07 1.59 -0.06
H 2.23 -0.29 0.40
H -2.40 -1.96 0.91
H 0.75 2.44 -1.90
H 0.48 -0.20 2.93
H -2.10 -3.49 -1.29
H 1.26 -1.66 0.97
H 2.65 -1.13 1.90
H 0.61 2.22 2.59
H 2.30 1.86 2.16
H -0.75 -2.15 -2.96
H -1.01 2.26 -1.80

Computed properties:
total charge	0
frontier orbital gap (spin up / spin down)	7.4 / 7.1	eV
max |F|	3.10	eV/A
lowest unoccupied orbital energy (spin up / spin down)	-0.161 / -0.556	eV
energy above the lowest of the compared OMol25 structures with the same formula, charge and spin	0.0	kcal per mole
M	314.13	g/mol
spin multiplicity	1

[6]
DFT (ωB97M-V with the def2-TZVPD basis set) results for a 2-piece molecular cluster, C11H11N overall at a distorted geometry.

Cartesian coordinates (Å):
N -0.08 -0.83 -1.25
C -2.17 0.03 -2.14
C -0.23 1.36 -2.02
C 2.13 -0.57 1.38
C -0.22 -0.80 1.24
C 0.65 0.79 2.88
C -1.56 1.22 -2.43
C 0.52 0.28 -1.58
C 1.01 -1.05 0.76
C -1.41 -1.01 -1.49
C -0.49 0.17 2.31
C 1.92 0.35 2.39
H 0.21 2.24 -2.30
H 3.22 -0.82 1.12
H 1.61 0.45 -1.63
H -0.97 -1.41 0.82
H -1.53 0.21 2.87
H -2.15 1.98 -2.82
H 0.96 -1.62 -0.22
H -3.24 -0.09 -2.40
H -1.91 -2.01 -1.20
H 0.64 1.51 3.73
H 2.90 0.71 2.91

Computed properties:
total charge	0
frontier orbital gap	9.2	eV
SMILES	c1ccccc1.c1ccncc1
max |F|	4.83	eV/A
lowest unoccupied orbital energy	0.726	eV
energy above the lowest of the compared OMol25 structures with the same formula, charge and spin	84.7	kcal per mole
M	157.22	g/mol
spin multiplicity	1

[7]
DFT (ωB97M-V with the def2-TZVPD basis set) results for a 2-piece molecular cluster, C11H11N overall at a distorted geometry.

Cartesian coordinates (Å):
N 0.93 0.60 -0.92
C -0.27 0.41 -1.64
C -1.71 -0.81 1.10
C 1.86 1.98 -2.49
C -1.32 0.07 2.13
C 0.57 1.96 -3.24
C -0.40 -0.34 3.10
C -1.24 -2.16 1.12
C 0.08 -1.69 3.22
C -0.44 1.09 -2.86
C 2.00 1.25 -1.37
C -0.19 -2.46 2.00
H -1.22 0.68 -3.47
H 0.57 -3.34 1.98
H 2.95 1.49 -0.66
H 2.83 2.40 -2.89
H 0.43 2.54 -4.10
H -1.33 1.25 1.95
H 0.83 -1.95 3.89
H -2.64 -0.41 0.51
H -0.07 0.37 3.91
H -1.53 -2.70 0.06
H -0.90 -0.27 -1.20

Computed properties:
total charge	0
frontier orbital gap	9.7	eV
SMILES	c1ccccc1.c1ccncc1
max |F|	6.66	eV/A
lowest unoccupied orbital energy	0.667	eV
energy above the lowest of the compared OMol25 structures with the same formula, charge and spin	97.0	kcal per mole
M	157.22	g/mol
spin multiplicity	1

[8]
DFT (ωB97M-V with the def2-TZVPD basis set) results for a 2-piece molecular cluster, C11H11N overall at a distorted geometry.

Cartesian coordinates (Å):
N -0.62 0.89 1.16
C 0.58 1.21 0.69
C -0.74 0.75 2.47
C 1.69 1.42 1.52
C -1.47 -1.59 -2.89
C 0.29 0.95 3.38
C 0.40 -0.52 -1.05
C -1.57 -1.90 -1.55
C 0.41 -0.11 -2.34
C 1.55 1.29 2.89
C -0.65 -1.38 -0.62
C -0.48 -0.68 -3.31
H 1.13 -0.14 -0.32
H -0.75 -1.66 0.42
H -1.72 0.44 2.83
H 2.39 1.44 3.57
H -2.20 -1.93 -3.64
H 1.17 0.55 -2.70
H 0.10 0.83 4.44
H -0.46 -0.32 -4.31
H 0.67 1.31 -0.38
H -2.36 -2.54 -1.35
H 2.64 1.69 1.08

Computed properties:
total charge	0
frontier orbital gap	9.7	eV
SMILES	c1ccccc1.c1ccncc1
max |F|	2.76	eV/A
lowest unoccupied orbital energy	0.891	eV
energy above the lowest of the compared OMol25 structures with the same formula, charge and spin	50.6	kcal per mole
M	157.22	g/mol
spin multiplicity	1

[9]
DFT (ωB97M-V with the def2-TZVPD basis set) results for a 2-piece molecular cluster, C11H11N overall at a distorted geometry.

Cartesian coordinates (Å):
N 3.70 2.05 0.99
C -2.04 -0.73 0.99
C 2.79 2.39 0.08
C -4.16 -0.98 -0.12
C 3.58 -0.25 0.55
C 2.28 1.38 -0.71
C -3.44 -0.82 1.04
C -3.50 -1.06 -1.38
C -2.14 -0.84 -1.36
C 2.71 0.03 -0.52
C 3.83 0.74 1.48
C -1.36 -0.74 -0.15
H -3.94 -0.95 2.01
H -4.14 -1.11 -2.27
H 3.83 -1.27 0.66
H 2.50 -0.76 -1.23
H -5.26 -0.82 -0.02
H 4.52 0.78 2.33
H -1.53 -0.76 1.94
H -1.64 -0.81 -2.35
H 1.38 1.69 -1.33
H 2.41 3.45 -0.30
H -0.35 -0.62 -0.31

Computed properties:
total charge	0
frontier orbital gap	9.8	eV
SMILES	c1ccccc1.c1ccncc1
max |F|	4.95	eV/A
lowest unoccupied orbital energy	0.498	eV
energy above the lowest of the compared OMol25 structures with the same formula, charge and spin	61.7	kcal per mole
M	157.22	g/mol
spin multiplicity	1